Molecular formula: C14H28FLiNO13
Method: DFT, wB97M-V/def2-TZVPD

Structure (XYZ):
```
58
Properties=species:S:1:pos:R:3:forces:R:3:lowdin_charge:R:1
Li 0.007927 -3.026175 3.682560 -0.8 0.8 -1.3 0.8395
N 2.169727 -0.950066 2.483054 -0.1 -0.1 0.1 0.2541
H 2.209937 0.003816 2.832869 0.3 0.1 -0.4 0.1423
H 1.162872 -1.222919 2.222475 -1.4 -0.3 0.0 0.0342
H 2.438586 -1.579652 3.234267 0.4 0.1 -0.2 0.1261
H 2.666388 -1.213958 1.614752 0.5 0.3 0.3 0.0893
C -0.987035 -1.113161 1.099280 0.6 1.5 0.4 -0.2596
O -0.275145 -1.855264 2.045503 1.0 -0.6 1.5 -0.4875
H -1.932684 -0.696719 1.465499 -0.6 -1.1 -0.2 0.0703
H -0.543808 -0.117019 0.904118 0.8 -0.2 0.0 0.0439
H -0.985001 -1.583380 0.114990 -0.7 -0.3 0.0 0.0681
C -1.088702 -0.370844 -2.753174 0.0 -0.4 -0.2 -0.0873
C -1.888461 -1.612425 -3.115112 2.3 -1.0 0.4 -0.3132
O -1.340821 -1.926852 -4.407858 -0.7 0.3 0.4 0.1340
C -0.945998 -0.747029 -4.962108 -0.6 1.0 1.0 -0.5424
O -0.590629 -0.522454 -6.053978 0.3 -0.5 -1.0 0.2149
O -1.054247 0.245532 -4.018692 -0.1 0.9 -0.5 0.0507
F -3.204061 -1.397098 -3.167622 -0.6 0.2 -0.2 0.1114
H -0.021562 -0.542619 -2.560922 -0.3 -0.7 0.7 0.1395
H -1.534100 0.186987 -1.932537 -0.1 0.5 -0.4 0.1314
H -1.670645 -2.451037 -2.456817 -0.2 -0.2 -0.1 0.1599
C 3.847135 -2.210447 -2.092292 -0.4 0.7 0.7 0.0190
O 2.727788 -3.022236 -1.693588 0.0 -0.1 -0.9 0.0418
C 2.448831 -3.170233 -0.435628 -0.5 -0.2 -0.2 -0.6008
O 2.943609 -2.581564 0.502937 0.5 0.3 0.3 0.0673
O 1.488338 -4.075110 -0.343130 0.0 -0.4 -0.6 0.0365
C 1.145750 -4.551746 0.939795 -0.2 0.5 0.4 -0.0386
H 4.616023 -2.337110 -1.332790 0.4 -0.1 -0.5 0.1038
H 3.552416 -1.158007 -2.094281 -0.1 -0.1 0.0 0.0851
H 4.073226 -2.477282 -3.117180 0.3 -0.3 0.2 0.1084
H 1.292696 -3.698642 1.601924 -0.1 -0.3 0.4 0.0410
H 1.758938 -5.405164 1.229302 0.0 0.0 -0.1 0.1117
H 0.086180 -4.792215 0.900995 0.1 -0.2 0.0 0.1081
C -0.796257 3.843684 -2.893490 -0.8 -1.1 -1.1 -0.0135
O 0.506709 3.296968 -2.642169 0.4 0.8 0.7 0.0316
C 0.589056 2.564934 -1.538353 -2.0 -0.7 -1.2 -0.6180
O -0.367837 2.273072 -0.855905 0.4 -0.1 0.8 0.0924
O 1.776179 2.027047 -1.473133 2.3 -0.3 -0.4 0.0345
C 2.059850 1.082946 -0.455600 -1.7 0.2 0.9 -0.0427
H -0.727608 4.706738 -3.546113 0.4 0.3 0.5 0.1004
H -1.412196 3.960262 -2.009159 0.4 0.4 0.2 0.0939
H -1.314304 3.095036 -3.503669 0.0 0.0 0.1 0.0943
H 3.022278 0.594098 -0.547537 0.2 0.5 -0.5 0.0873
H 1.273046 0.322041 -0.451647 0.1 -0.1 -0.1 0.0699
H 1.954091 1.612454 0.494411 0.4 -0.2 0.2 0.1009
C -3.441548 1.865285 3.926418 0.3 -0.7 -0.4 -0.0144
C -2.111181 1.994678 3.215170 -0.6 0.7 1.0 -0.3033
C -2.190277 2.517426 1.785208 0.4 -1.2 -0.2 -0.1023
O -1.322127 3.642843 1.801618 -0.5 -0.3 -0.5 0.0800
C -0.881827 3.873014 3.052726 1.8 1.3 -0.2 -0.5876
O -0.077126 4.724991 3.304886 -0.6 -0.3 0.0 0.1539
O -1.348635 3.001117 3.932617 -0.5 -0.5 -0.2 0.0908
H -3.971466 2.814657 3.954263 0.2 0.1 0.1 0.1002
H -3.239142 1.481128 4.924914 -0.4 0.1 0.1 0.0873
H -4.063235 1.159487 3.370014 -0.1 -0.1 0.2 0.0899
H -1.482373 1.105095 3.297755 -0.4 -0.3 -0.2 0.1387
H -3.177634 2.713628 1.364705 -0.1 0.7 0.6 0.1428
H -1.829906 1.699480 1.155456 0.5 0.5 -0.3 0.0899
```
Forces are in eV/Å.

Summary:
Highest occupied orbital energy = -12.77 eV
LUMO = -4.77 eV
Total charge = +1
Max |F| = 2.561 eV/Å
Frontier orbital gap = 8.01 eV
Multiplicity = 1
Electronic energy = -45995.412 eV